1.
# C15H17Cl2NO3

A single C15H17Cl2NO3 molecule (the ωB97M-V functional and the def2-TZVPD basis, OMol25).

Each line ends with the Mulliken charge.
Geometry (Å):
O 1.50875 1.90504 -0.51367  -0.670
C 0.68511 1.28757 -1.14983  0.551
C 1.09406 0.33421 -2.28468  -0.386
O 2.33595 -0.26882 -1.96124  -0.310
C 2.36633 -0.88346 -0.76756  0.195
O 1.38443 -1.04509 -0.08868  -0.551
C 3.76670 -1.27479 -0.40265  0.494
C 4.52566 -0.10514 0.27210  -0.759
C 4.80381 -0.99908 1.48940  -0.454
C 3.91489 -2.09678 0.88517  -0.926
N -0.64759 1.40446 -0.97709  -0.195
C -1.19478 2.08043 0.17575  -0.718
C -1.74145 1.07836 1.20760  -1.050
C -3.03285 0.46969 0.74346  -0.031
C -4.23037 1.14130 0.97007  -0.376
C -5.44457 0.64370 0.53766  -0.777
C -5.47178 -0.56347 -0.14274  0.440
Cl -6.97454 -1.21010 -0.69092  -0.214
C -4.30151 -1.26079 -0.38821  -0.917
C -3.09357 -0.73911 0.05124  0.842
Cl -1.64859 -1.64601 -0.27769  -0.122
H 1.26572 0.89453 -3.20546  0.292
H 0.33067 -0.43526 -2.44263  0.311
H 4.27407 -1.67443 -1.27978  0.567
H 5.40075 0.24008 -0.27265  0.319
H 3.88169 0.74622 0.48334  0.166
H 4.46367 -0.60059 2.44199  0.294
H 5.84829 -1.28973 1.58137  0.225
H 4.38371 -3.07027 0.76189  0.312
H 2.96188 -2.21815 1.39616  0.248
H -1.26427 0.76380 -1.45227  0.271
H -1.98838 2.76188 -0.14582  0.398
H -0.37572 2.65497 0.61323  0.428
H -0.98650 0.30864 1.36981  0.350
H -1.90951 1.60720 2.14621  0.464
H -4.20570 2.07887 1.50527  0.416
H -6.35999 1.18067 0.72726  0.422
H -4.32446 -2.20055 -0.91540  0.451

Summary:
- gap between HOMO and LUMO (eV) = 9.867
- SMILES = O=C(COC(=O)C1CCC1)NCCc1ccc(Cl)cc1Cl
- total energy (eV) = -48508.894
- max |F| (eV/Å) = 0.6
- energy relative to the best compared isomer or geometry (same formula, charge and spin) (kcal per mole) = 16.57
- multiplicity = 1
- molar mass (g mol⁻¹) = 330.2

---

2.
# C15H17Cl3HfN2O2

A molecular structure, C15H17Cl3HfN2O2 (the ωB97M-V functional and the def2-TZVPD basis, OMol25).

Each line ends with the Mulliken charge.
Geometry (Å):
C -0.10008 -1.11711 2.86221  -1.016
C 1.95419 -2.32301 0.20658  -1.008
H 0.69932 -0.38555 2.99871  0.562
H 0.45693 -2.08393 2.85485  0.339
H -0.89025 -1.03598 3.59708  0.363
H 2.63641 -1.44819 0.35694  0.414
H 2.05552 -2.88688 1.13889  0.509
H 2.08418 -2.87634 -0.73773  0.451
C 0.04648 1.85764 1.87251  -0.046
C 0.32264 3.22418 1.93428  -1.048
C 1.03312 3.81401 0.88896  -0.497
C 1.39066 3.02827 -0.19834  -0.779
H -0.52546 1.34885 2.65487  0.505
H -0.03134 3.79434 2.79201  0.446
H 1.29796 4.87094 0.91564  0.458
H 1.91172 3.44113 -1.05986  0.421
N 0.47935 1.06508 0.86295  0.104
C 1.07316 1.65596 -0.22179  0.852
C 1.21986 0.83262 -1.44038  0.645
N 0.90372 -0.48107 -1.33375  0.140
C 0.92166 -1.28481 -2.41338  0.020
C 1.52047 0.55826 -3.82657  -0.460
C 1.26184 -0.80839 -3.68714  -0.994
H 0.64270 -2.32882 -2.23846  0.431
H 1.28023 -1.50606 -4.52106  0.432
C 1.47830 1.39323 -2.71460  -1.024
H 1.59726 2.47215 -2.77872  0.328
H 1.75019 0.97646 -4.80096  0.465
Hf 0.18015 -1.29747 0.82681  1.121
C -0.96710 -3.03103 -0.06557  -1.249
H -0.58779 -3.85344 -0.70033  0.408
H -1.78484 -2.54071 -0.63598  0.400
H -1.49214 -3.51156 0.78327  0.410
Cl -5.03728 0.82070 -0.22813  -0.059
C -3.97045 0.25625 1.03421  0.665
Cl -3.56094 1.53917 2.21632  -0.098
Cl -4.63750 -1.15263 1.90091  -0.080
C -2.56562 -0.18896 0.38446  0.289
O -2.18626 0.07073 -0.74170  -0.501
O -1.86098 -0.87803 1.26198  -0.318

Summary:
- gap between HOMO and LUMO (spin up / spin down) (eV) = 3.722 / 3.709
- charge = +2
- total energy (eV) = -61758.356
- max |F| (eV/Å) = 4.1
- energy relative to the best compared isomer or geometry (same formula, charge and spin) (kcal per mole) = 178.56
- multiplicity = 1
- molar mass (g mol⁻¹) = 542.2

---

3.
# C15H17Cl3I2NO2

A gas-phase ion, C15H17Cl3I2NO2 (charge +1) (the ωB97M-V functional and the def2-TZVPD basis, OMol25).

Each line ends with the Mulliken charge.
Geometry (Å):
C -3.07936 3.27233 -1.18179  -0.780
C -3.74928 2.17881 -2.13166  0.686
O -4.97855 2.26588 -2.36329  -0.512
O -3.02147 1.06423 -2.71564  -0.328
C -3.39381 -0.06064 -1.83946  -0.314
C -2.49280 -1.37331 -2.21199  -0.853
C -1.34794 -1.43603 -1.06638  0.133
N -1.85579 -1.69410 0.28312  0.010
C -0.97336 -1.74387 1.41770  -0.326
C 0.57552 -1.52632 1.26050  0.192
C 1.40523 -1.56757 2.62868  -1.036
I 2.30411 -3.37610 3.43519  0.186
C 1.50729 -0.31851 3.33076  0.315
C 2.24437 -0.11970 4.73571  -1.072
I 0.56829 1.49399 2.49765  0.048
C 1.18292 -1.26198 -0.14570  0.365
C 2.76623 -1.04821 -0.28214  -0.275
Cl 3.52015 -2.08620 -1.62689  -0.070
C 3.22376 0.48782 -0.32778  0.623
C 3.15777 1.18498 -1.76865  -1.001
Cl 4.95897 0.55889 0.32046  -0.162
C 0.16926 -1.21725 -1.35199  0.316
Cl 0.70764 -0.89594 -3.04966  -0.116
H -2.04685 3.61654 -1.53582  0.299
H -3.75776 4.19514 -1.11640  0.311
H -2.96075 2.89241 -0.09678  0.204
H -3.13243 0.29741 -0.76929  0.264
H -4.51543 -0.27519 -1.84212  0.341
H -3.21864 -2.26433 -2.07999  0.320
H -2.06137 -1.30863 -3.26377  0.367
H -2.86470 -1.81238 0.44670  0.369
H -1.42960 -1.92305 2.45066  0.395
H 1.42125 -0.06165 5.54835  0.285
H 3.02278 -0.92209 4.97611  0.393
H 2.77714 0.89458 4.72010  0.339
H 3.21791 -1.48560 0.69010  0.327
H 2.58750 1.13301 0.39209  -0.111
H 3.28176 0.48219 -2.65642  0.235
H 2.22535 1.84425 -1.89513  0.234
H 4.05468 1.91617 -1.81513  0.395

Summary:
- gap between HOMO and LUMO (eV) = 7.124
- charge = +1
- SMILES = CC(=O)OCCc1[nH+]cc(/C(I)=C(/C)I)c([C@@H](Cl)[C@H](C)Cl)c1Cl
- total energy (eV) = -75171.491
- max |F| (eV/Å) = 4.9
- multiplicity = 1
- molar mass (g mol⁻¹) = 603.5

---

4.
# C15H17IMoN2

A molecular structure, C15H17IMoN2 (the ωB97M-V functional and the def2-TZVPD basis, OMol25).

Each line ends with the Mulliken charge.
Geometry (Å):
C -0.12166 1.99941 -2.68933  -1.431
C -1.64112 -1.18983 -2.41768  -1.095
H -1.11929 2.36609 -2.38858  0.510
H -0.23077 1.76076 -3.74944  0.388
H 0.55544 2.85562 -2.61923  0.519
H -2.02047 -2.03580 -1.84071  0.357
H -2.47733 -0.47476 -2.62335  0.461
H -1.39206 -1.59637 -3.42043  0.429
Mo -0.28248 0.17438 -1.83381  0.637
C 1.20741 -0.96010 -2.66254  -1.242
H 0.75754 -1.91504 -2.98388  0.354
H 2.02469 -1.23103 -1.98509  0.491
H 1.68911 -0.52684 -3.54801  0.428
I 2.38591 1.45979 -1.36700  0.385
C -0.15334 3.44981 1.31736  -0.899
C -0.46894 2.76941 0.14163  -0.103
N -0.48054 1.41925 0.05886  -0.180
C -0.15878 0.71149 1.18446  0.425
C 0.11981 1.35039 2.43209  1.214
C 0.12079 2.74802 2.47897  -0.612
C 0.40398 0.54446 3.57436  -1.025
C 0.39909 -0.82732 3.50098  -0.955
C 0.18381 -1.49890 2.26594  0.686
C 0.13263 -2.89727 2.14958  -0.572
C -0.02867 -3.44493 0.88889  -0.967
C -0.04649 -2.63361 -0.24147  -0.326
N -0.05422 -1.28406 -0.14229  0.075
C -0.00843 -0.71495 1.08897  0.417
H -0.10878 4.53234 1.31001  0.443
H -0.65101 3.33259 -0.77101  0.479
H 0.33795 3.23062 3.43363  0.460
H 0.61816 1.05334 4.51602  0.412
H 0.56635 -1.42707 4.39383  0.425
H 0.19302 -3.51604 3.04561  0.485
H -0.13515 -4.51152 0.74505  0.427
H -0.11617 -3.07232 -1.24240  0.501

Summary:
- gap between HOMO and LUMO (spin up / spin down) (eV) = 7.019 / 5.594
- charge = +2
- total energy (eV) = -28748.436
- max |F| (eV/Å) = 2.3
- expectation value of S² = 2.019
- energy relative to the best compared isomer or geometry (same formula, charge and spin) (kcal per mole) = 35.61
- multiplicity = 3
- molar mass (g mol⁻¹) = 448.2

---

5.
# C15H17N2O12PReS

A molecular structure, C15H17N2O12PReS (the ωB97M-V functional and the def2-TZVPD basis, OMol25).

Each line ends with the Mulliken charge.
Geometry (Å):
Re 0.16531 -0.31211 -0.01014  2.310
O 0.50927 0.18861 4.29617  -0.464
C 0.42951 0.57199 3.04736  0.685
O 0.22254 -0.23717 2.14919  -0.777
C 0.66252 2.05016 2.85702  -0.644
O 0.22418 2.52836 1.62931  -0.336
C -1.17927 2.77514 1.55008  -0.459
C -1.99044 1.60044 0.99212  0.309
O -3.10854 1.39423 1.38384  -0.605
O -1.39774 0.93948 0.02186  -0.507
H 0.42301 -0.77824 4.35702  0.400
H 1.74692 2.18898 2.90385  0.274
H 0.21635 2.57412 3.70816  0.475
H -1.30858 3.61601 0.86731  0.348
H -1.58421 3.05329 2.52476  0.381
O -4.67665 -5.41482 0.47826  -0.710
C -4.32193 -4.88493 -0.58407  0.431
O -4.72371 -4.97412 -1.75087  -0.694
C -3.22193 -3.79494 -0.38968  0.227
C -2.77965 -3.45833 0.88176  -0.788
C -1.80712 -2.49308 1.03551  -0.111
N -1.26553 -1.87323 -0.01772  -0.081
C -1.68763 -2.19318 -1.25898  0.994
C -2.66030 -3.13697 -1.48224  -0.828
C -1.02308 -1.43516 -2.36969  0.108
O -1.25663 -1.56653 -3.53181  -0.604
O -0.08936 -0.56856 -1.91417  -0.733
H -3.21351 -3.97798 1.72566  0.511
H -1.43616 -2.19893 2.00831  0.471
H -2.99836 -3.37726 -2.48131  0.627
S 3.61142 -3.49245 0.59108  -0.335
C 2.48982 -2.40582 0.35018  0.692
N 1.66470 -1.57201 0.16573  -0.570
C 3.49564 3.21202 0.03290  -0.855
O 2.62709 2.09608 0.32811  -0.180
P 1.64508 1.51778 -0.77012  0.490
O 2.52963 1.14077 -2.02744  -0.328
C 3.19863 -0.12473 -2.21251  -0.633
O 0.88914 2.79601 -1.30721  -0.360
C 0.08108 2.71843 -2.50760  -0.708
H 4.12418 2.97895 -0.82456  0.312
H 4.11083 3.35975 0.91485  0.261
H 2.89983 4.09979 -0.16656  0.311
H 2.46793 -0.87844 -2.49517  0.218
H 3.71954 -0.42418 -1.30305  0.292
H 3.91439 0.03171 -3.01336  0.313
H -0.14283 3.74410 -2.78328  0.297
H -0.83314 2.16796 -2.29490  0.256
H 0.63780 2.22900 -3.30395  0.318

Summary:
- gap between HOMO and LUMO (spin up / spin down) (eV) = 6.948 / 5.371
- total energy (eV) = -65637.237
- max |F| (eV/Å) = 0.7
- expectation value of S² = 3.777
- energy relative to the best compared isomer or geometry (same formula, charge and spin) (kcal per mole) = 0.00
- multiplicity = 4
- molar mass (g mol⁻¹) = 666.6

---

6.
# C15H17N3O9P2RuS

A molecular structure, C15H17N3O9P2RuS (the ωB97M-V functional and the def2-TZVPD basis, OMol25).

Each line ends with the Mulliken charge.
Geometry (Å):
Ru -0.27048 -0.51563 -0.85797  0.671
C 2.10629 -3.51504 0.00190  -1.968
C 0.85284 -2.80684 0.20913  1.324
O -0.01581 -2.48181 -0.71515  -0.480
C 0.69484 -2.43435 1.57345  -1.322
C -0.04838 -1.26913 1.95143  0.817
C -0.45647 -1.13246 3.36398  -1.504
N -0.23243 -0.25355 1.07080  1.341
N -0.02969 1.01958 1.48972  -0.972
C -0.52757 1.85452 0.55664  0.645
O -1.01996 1.42402 -0.54529  -0.792
C -0.57040 3.28811 0.83038  0.326
C 0.22208 3.79509 1.88229  -0.320
C 0.41837 5.18306 1.96236  -0.674
C -0.54921 6.02727 1.35514  -0.319
C -1.46035 5.48735 0.43628  -0.584
C -1.42469 4.12127 0.14839  -0.280
H 2.38080 -3.56515 -1.04569  0.377
H 1.99261 -4.57617 0.31248  0.449
H 2.92631 -3.16464 0.62189  0.431
H 1.25249 -3.04849 2.36248  0.159
H -1.13209 -1.96468 3.49206  0.386
H -1.02885 -0.17685 3.43777  0.296
H 0.41326 -1.22705 4.04982  0.392
H 0.70974 3.15186 2.61308  0.402
H 1.19792 5.54641 2.58198  0.396
H -0.47426 7.10219 1.54442  0.340
H -2.19001 6.13397 0.00680  0.391
H -2.06035 3.66452 -0.60108  0.419
O 3.70734 1.01732 -1.52939  -0.505
P 2.87441 -0.31555 -1.67126  0.187
O 3.63553 -1.54168 -1.31782  -0.684
O 1.65766 -0.14343 -0.75738  -0.055
O 2.31649 -0.33782 -3.19855  -0.204
P 0.88037 -0.75215 -3.91282  0.789
O 1.09920 -2.28804 -4.23138  -0.512
O 0.97298 -0.04287 -5.19843  -0.767
O -0.34549 -0.57568 -2.90569  -0.498
H 3.81498 1.51511 -2.35516  0.319
H 0.58641 -3.00806 -3.78905  0.348
S -3.17116 -3.54907 -1.44976  -0.182
C -3.01430 -3.26314 0.25299  -0.156
C -2.77334 -1.98348 0.54811  -0.720
N -2.39952 -1.25098 -0.61997  0.014
C -2.73904 -1.96601 -1.69752  0.029
H -3.10910 -4.12556 0.90875  0.405
H -2.81416 -1.49622 1.51707  0.423
H -2.85578 -1.56010 -2.68220  0.421

Summary:
- gap between HOMO and LUMO (spin up / spin down) (eV) = 5.182 / 6.634
- charge = -1
- total energy (eV) = -70727.578
- max |F| (eV/Å) = 4.3
- expectation value of S² = 8.780
- energy relative to the best compared isomer or geometry (same formula, charge and spin) (kcal per mole) = 23.76
- multiplicity = 6
- molar mass (g mol⁻¹) = 578.4

---

Q: Number 2 is which compound?
A: C15H17Cl3HfN2O2

---

Q: What is the total energy in the sixth record?
A: -70727.578 eV

---

Q: Which value of max |F| does entry 1 give?
A: 0.6 eV/Å